# C26H38N8O2RhS2

A structure of composition C26H38N8O2RhS2 (ωB97M-V/def2-TZVPD, the Open Molecules 2025 dataset).

Computed properties:
E_HOMO (spin up / spin down) ... -10.2079 / -10.2075 eV
Charge ... +1

Structure (XYZ):
```
77
Properties=species:S:1:pos:R:3:forces:R:3
Rh 0.42558 0.30365 1.31204 0.619 -0.106 0.248
C 2.56093 0.18209 2.93330 0.013 0.002 0.005
N 2.18972 -0.74611 1.81477 -0.077 -0.116 0.048
C 3.36996 -0.85738 0.94445 0.001 0.035 -0.029
C 1.74835 -2.00759 2.40900 0.079 -0.037 -0.089
C 2.59682 -3.09141 2.57414 0.038 0.039 0.039
C 2.18962 -4.18862 3.31746 0.020 -0.013 0.001
C 0.95318 -4.15557 3.94211 -0.044 0.036 0.009
C 0.08429 -3.09336 3.75345 0.018 -0.017 0.001
C 0.43239 -2.02678 2.91383 -0.196 -0.129 -0.195
N -0.37314 -0.96689 2.53933 -0.088 0.281 0.256
C -1.74634 -0.78749 2.69791 0.007 -0.065 -0.067
C -2.68459 -1.74772 3.09327 0.025 0.062 0.093
C -4.01860 -1.40845 3.24575 0.015 -0.008 -0.009
C -4.46222 -0.11991 2.99266 -0.008 -0.007 0.010
C -3.56483 0.81751 2.50847 -0.007 -0.007 -0.043
C -2.23524 0.47850 2.33209 -0.026 -0.052 -0.109
N -1.27846 1.41371 1.71887 -0.156 -0.009 0.143
C -0.76052 2.37180 2.73780 0.008 -0.046 0.037
C -1.86387 2.17654 0.60098 0.070 0.075 0.002
H 3.45743 -0.19196 3.43085 -0.006 -0.003 0.004
H 2.75843 1.17255 2.52255 0.008 -0.003 0.011
H 1.75503 0.21679 3.66755 -0.011 0.019 -0.011
H 3.61580 0.13682 0.58695 -0.017 -0.011 -0.017
H 3.15766 -1.49522 0.09565 0.005 0.008 0.012
H 4.22156 -1.24522 1.50500 0.006 0.018 0.008
H 3.59098 -3.08057 2.15065 0.001 0.008 0.001
H 2.85061 -5.03432 3.44259 0.003 0.000 0.003
H 0.65036 -4.97118 4.58502 -0.006 -0.005 -0.004
H -0.85516 -3.09023 4.27798 -0.016 -0.007 0.009
H -2.38633 -2.76914 3.25117 -0.008 -0.020 0.015
H -4.72184 -2.16983 3.55573 0.006 -0.001 0.013
H -5.49925 0.14631 3.13902 -0.005 -0.002 -0.011
H -3.91706 1.80949 2.26043 0.011 0.001 -0.017
H -1.56174 3.04413 3.04967 -0.009 -0.015 0.013
H -0.41784 1.81410 3.60982 0.015 0.000 -0.010
H 0.05787 2.94511 2.30356 -0.015 0.017 -0.010
H -2.64913 2.84475 0.95545 0.006 0.013 0.003
H -1.06977 2.76447 0.14674 -0.006 -0.021 -0.021
H -2.27202 1.48158 -0.12708 -0.011 0.015 0.002
C -0.44994 4.73133 -3.17997 0.028 0.005 -0.027
C -1.32659 3.59040 -3.66777 -0.003 -0.056 -0.074
S -1.04915 2.06663 -2.73042 -0.202 0.113 -0.104
O -0.05055 1.23425 -3.49861 0.052 -0.051 0.063
C -2.65325 1.28275 -3.03741 0.013 -0.003 0.014
C -2.95164 1.05821 -4.51044 -0.001 -0.009 0.002
H -0.72779 5.64871 -3.69816 -0.003 0.002 0.002
H 0.60112 4.54450 -3.38407 0.002 -0.011 0.012
H -0.57419 4.89871 -2.10912 0.002 0.001 -0.002
H -1.13427 3.33645 -4.71128 -0.013 0.000 -0.004
H -2.38661 3.82790 -3.55722 0.000 0.005 0.026
H -3.40080 1.90653 -2.54130 -0.010 -0.010 0.001
H -2.59365 0.33907 -2.49010 0.012 0.005 -0.001
H -3.25752 1.97790 -5.00631 0.016 0.003 -0.006
H -3.75911 0.33547 -4.61972 -0.012 0.009 -0.001
H -2.07160 0.66567 -5.02012 -0.003 -0.013 -0.001
C 2.22597 -3.44936 -1.35625 -0.013 0.011 -0.016
N 1.09968 -2.68116 -0.82366 0.031 0.061 -0.067
C 0.43640 -1.67377 -1.38515 -0.067 -0.139 0.163
S -0.66901 -0.77200 -0.34611 0.085 0.222 -0.333
N 0.41640 -1.36486 -2.65577 -0.078 0.000 -0.044
C 0.99334 -2.09520 -3.78033 -0.010 -0.006 0.030
H 2.64284 -4.01612 -0.52705 0.002 0.002 0.001
H 2.99057 -2.78402 -1.75006 0.001 0.009 -0.022
H 1.91121 -4.15141 -2.12392 -0.011 -0.015 -0.008
H 0.86969 -2.83463 0.14796 -0.027 -0.022 -0.017
H 0.07248 -0.41909 -2.89051 0.082 -0.002 0.064
H 0.59449 -3.10662 -3.82565 0.022 -0.016 0.009
H 2.07889 -2.11002 -3.73576 0.029 0.006 0.009
H 0.69759 -1.56268 -4.67994 -0.011 -0.015 -0.003
O 1.54565 1.91990 0.51203 0.022 -0.082 0.007
N 1.81046 2.73090 -0.46851 -0.143 0.037 -0.080
C 2.34737 2.25733 -1.55113 0.072 0.024 0.078
C 2.71697 3.18461 -2.58002 -0.084 0.131 0.036
N 3.00941 3.92585 -3.40698 0.036 -0.041 -0.021
C 2.68768 0.88430 -1.78246 -0.164 -0.105 -0.068
N 2.97893 -0.20136 -2.01966 0.085 0.017 0.038
```
Positions in Å, forces in eV/Å.

# C26H38O6

An isolated molecule of C26H38O6 (ωB97M-V/def2-TZVPD, the Open Molecules 2025 dataset).

Computed properties:
E_HOMO ... -9.2818 eV
Charge ... 0
Structure (SMILES) ... CCCCC(=O)O[C@]1(C(=O)CO)CC[C@@H]2[C@@H]3CCC4=CC(=O)CC[C@]4(C)[C@H]3[C@@H](O)C[C@@]21C

Structure (XYZ):
```
70
Properties=species:S:1:pos:R:3:forces:R:3
C -0.90172 -3.75297 -1.50798 0.084 -0.166 0.138
C -0.04621 -4.19651 -0.32825 0.067 0.231 -0.053
C 0.09708 -3.13042 0.75759 -0.062 -0.250 0.015
C -1.21043 -2.82262 1.49869 0.114 0.096 -0.116
C -2.13319 -1.89096 0.75693 -0.237 -0.746 0.261
O -3.27105 -2.14545 0.44155 0.116 -0.128 -0.098
O -1.56688 -0.71123 0.51250 0.367 0.458 -0.069
C -2.40533 0.25516 -0.15063 -0.291 0.135 -0.134
C -3.76632 0.21772 0.54620 -0.171 0.164 -0.119
O -3.83905 0.26825 1.75317 0.003 0.061 -0.051
C -5.03477 0.19061 -0.28278 -0.105 -0.025 0.025
O -6.15616 0.36247 0.53000 -0.186 -0.026 0.249
C -2.36644 -0.01416 -1.65452 0.165 -0.168 0.179
C -0.96520 0.46049 -2.03491 -0.084 0.081 -0.049
C -0.74134 1.73850 -1.20850 0.188 0.037 0.075
C 0.70222 1.98553 -0.73898 -0.077 -0.124 -0.152
C 1.69530 2.00511 -1.91547 0.011 0.017 0.056
C 2.48853 0.70968 -2.05143 -0.040 0.141 -0.193
C 3.19467 0.32736 -0.78574 0.224 -0.243 0.012
C 4.28858 -0.44280 -0.82025 -0.108 0.024 -0.433
C 5.01168 -0.91057 0.36045 -0.021 0.023 0.379
O 6.04428 -1.54354 0.27593 -0.016 -0.015 -0.031
C 4.40104 -0.54483 1.69547 -0.031 -0.145 0.110
C 2.91315 -0.23399 1.59799 0.120 0.130 0.013
C 2.61603 0.82188 0.52016 -0.194 -0.206 0.273
C 3.31723 2.14357 0.89149 0.018 -0.082 0.048
C 1.08505 0.95465 0.32896 0.035 0.268 0.216
C 0.27698 1.19231 1.62972 -0.263 -0.376 -0.404
O 0.96326 1.93420 2.61255 0.216 0.369 0.289
C -1.07887 1.87146 1.35238 0.062 -0.298 0.081
C -1.73520 1.65730 -0.01523 -0.071 -0.024 0.168
C -2.80290 2.74960 -0.17700 0.038 -0.198 0.042
H -0.49886 -2.84478 -1.95335 0.022 0.143 -0.087
H -0.91677 -4.52628 -2.27252 -0.052 -0.013 -0.114
H -1.92601 -3.56792 -1.19673 -0.148 0.029 -0.072
H 0.95342 -4.45012 -0.68974 -0.015 -0.083 0.043
H -0.47667 -5.09902 0.11032 0.059 -0.077 0.034
H 0.82569 -3.48412 1.49012 0.027 0.103 0.003
H 0.48654 -2.21010 0.31864 0.113 0.043 0.025
H -0.97576 -2.33070 2.44550 -0.054 -0.005 0.041
H -1.75559 -3.74351 1.70801 -0.043 0.095 0.023
H -5.02599 0.98974 -1.03089 0.107 -0.054 -0.008
H -5.07603 -0.77668 -0.80394 0.162 0.156 -0.023
H -5.86754 0.19121 1.44216 0.006 0.071 -0.123
H -3.12321 0.57633 -2.16692 -0.090 0.045 -0.012
H -2.53323 -1.06554 -1.88191 -0.101 -0.012 -0.025
H -0.24902 -0.31086 -1.75763 0.057 -0.072 -0.046
H -0.87533 0.64186 -3.10460 0.086 -0.054 -0.044
H -1.02605 2.59355 -1.83016 -0.009 0.000 0.011
H 0.70592 2.98279 -0.28441 0.031 0.019 0.040
H 1.15854 2.19886 -2.84557 0.022 0.078 -0.042
H 2.40683 2.82201 -1.78408 -0.016 0.050 -0.053
H 1.81893 -0.10887 -2.32976 -0.011 -0.027 -0.020
H 3.21381 0.80738 -2.86198 -0.028 -0.097 0.001
H 4.69855 -0.76857 -1.76743 0.053 -0.007 -0.115
H 4.58064 -1.36335 2.39527 0.096 0.043 -0.051
H 4.95021 0.32102 2.07385 0.042 0.014 0.029
H 2.54921 0.11989 2.56228 -0.040 -0.020 -0.010
H 2.37777 -1.15320 1.34809 -0.087 -0.037 -0.017
H 3.25120 2.31451 1.96197 0.004 0.065 0.056
H 4.36806 2.09512 0.61459 0.070 0.071 -0.008
H 2.87958 2.99155 0.37481 -0.024 0.172 -0.071
H 0.75366 -0.02296 -0.02953 0.004 -0.053 -0.037
H 0.10986 0.22301 2.10563 0.004 0.100 -0.069
H 1.06251 2.84168 2.30251 -0.021 -0.008 0.046
H -1.78542 1.56626 2.12567 0.005 0.126 0.046
H -0.92849 2.94918 1.47162 0.024 0.022 -0.008
H -2.32482 3.72727 -0.18071 0.066 0.055 -0.032
H -3.51560 2.72801 0.64373 -0.106 0.065 0.097
H -3.34459 2.63955 -1.11295 -0.088 0.042 -0.139
```
Positions in Å, forces in eV/Å.

# C26H39Cl2FN2O5

An isolated molecule of C26H39Cl2FN2O5 in a non-equilibrium geometry (ωB97M-V/def2-TZVPD, the Open Molecules 2025 dataset).

Computed properties:
E_HOMO ... -8.4926 eV
Charge ... 0
Structure (SMILES) ... CC(C)C[C@H](C)COc1c(C[C@@H](C)Cl)c(F)c2c(c1C[C@H](C)Cl)C(=O)N(OCCNC[C@H](C)O)C2=O

Structure (XYZ):
```
75
Properties=species:S:1:pos:R:3:forces:R:3
C -1.24269 -2.00052 4.65434 -0.421 -1.371 0.541
C -0.38650 -3.38525 4.55569 0.221 0.793 0.519
C -1.19245 -4.57448 3.83726 -0.268 0.663 -0.346
C 1.00968 -2.99514 3.85918 -0.331 0.155 -0.029
C 0.80925 -2.87863 2.25494 0.237 -0.336 -0.041
C 1.35207 -4.25207 1.61374 -0.539 -0.484 0.082
C 1.53616 -1.55131 1.71500 0.211 0.263 1.911
O 2.23828 -1.73072 0.45161 -1.505 2.015 -1.276
C 1.78639 -0.83391 -0.55302 -1.277 1.454 -2.637
C 1.05680 -1.49446 -1.78173 -0.216 1.786 -0.779
C 0.78857 -3.08311 -1.88966 -0.825 0.946 -0.005
C -0.79928 -3.43628 -1.81163 -0.005 -1.242 -1.112
C -1.05442 -5.03975 -1.73438 0.361 0.156 -0.305
Cl -1.64545 -2.64157 -0.38722 0.541 -0.297 -0.782
C 0.52973 -0.64886 -2.99255 1.729 1.750 2.373
F -0.13264 -1.26790 -4.10083 1.761 1.451 2.937
C 0.75239 0.87972 -2.95103 0.915 -1.562 2.035
C 1.44643 1.52494 -1.70679 -0.347 -2.699 -0.306
C 1.98808 0.71983 -0.47014 -1.357 -1.314 -2.964
C 2.67876 1.45075 0.76917 -1.075 0.370 -1.115
C 4.26955 1.24476 0.87676 -0.712 -0.299 1.367
C 4.60110 0.35972 2.18533 0.605 0.685 0.463
Cl 4.97252 2.94049 1.23397 -0.314 -0.992 -0.458
C 1.48978 3.08503 -2.00782 1.485 0.139 1.024
O 2.08092 4.00841 -1.39077 -2.636 -3.717 -2.415
N 0.67611 3.28707 -3.25027 2.139 -0.920 0.200
O -0.44188 3.92660 -2.77352 -1.168 1.711 -0.173
C -0.36715 5.36161 -2.96539 -0.480 1.998 0.074
C -1.68486 5.97252 -2.22355 1.562 -0.834 -1.159
N -2.87224 5.30045 -2.82139 -0.121 1.191 1.781
C -3.91194 4.92919 -1.81398 -0.190 -0.500 -1.390
C -4.02625 3.30742 -1.80971 -0.062 -0.886 1.310
C -3.39314 2.65638 -0.46433 -0.778 0.221 0.272
O -3.38115 2.73975 -2.97364 -0.494 -0.015 0.720
C 0.39665 2.02594 -4.00237 -0.683 -1.294 -1.230
O 0.01754 1.90648 -5.19514 1.461 0.825 5.278
H -2.20409 -2.27258 5.21412 1.166 0.599 -0.778
H -0.67913 -1.23069 5.28746 -0.764 -1.033 -1.100
H -1.54914 -1.59723 3.63160 0.621 -0.454 1.326
H -0.21821 -3.72286 5.65084 0.020 0.617 -1.752
H -1.85158 -4.11949 3.00114 0.899 -0.844 1.345
H -0.51729 -5.34038 3.32763 -0.835 1.027 0.907
H -1.85827 -5.10772 4.60296 0.898 0.799 -1.212
H 1.38478 -1.98799 4.28731 -0.762 -1.503 -0.569
H 1.84128 -3.75632 4.10604 -1.317 1.084 -0.535
H -0.30310 -2.78914 1.95413 1.835 -0.175 0.810
H 2.37963 -4.18261 1.12312 -1.472 0.099 0.521
H 0.55262 -4.63918 0.87495 1.520 0.561 0.920
H 1.44199 -5.06367 2.43260 -0.170 1.390 -1.310
H 2.33037 -1.26720 2.50703 -1.084 -0.477 -1.385
H 0.81408 -0.64903 1.67284 0.943 -1.632 -0.139
H 1.33855 -3.66638 -1.07668 -0.664 0.983 -1.236
H 1.10608 -3.40073 -2.94925 -0.317 0.318 1.704
H -1.35740 -3.08289 -2.75970 1.117 -0.218 1.689
H -0.23618 -5.57122 -2.35188 -1.239 0.830 0.971
H -1.02157 -5.43290 -0.66303 0.049 0.654 -1.461
H -2.06657 -5.33264 -2.19228 1.485 0.642 0.757
H 2.09927 1.12511 1.71018 1.302 0.389 -1.334
H 2.46133 2.57592 0.64763 0.380 -1.828 0.028
H 4.77418 0.88428 -0.07758 -0.856 0.491 1.357
H 5.45810 0.90193 2.73919 -1.243 -1.166 -0.929
H 3.71512 0.37003 2.92761 1.391 -0.065 -1.375
H 4.91986 -0.71294 1.96187 -0.584 1.467 0.151
H -0.34418 5.65337 -4.08190 -0.211 -0.770 1.595
H 0.55798 5.85142 -2.48502 -1.172 -1.169 -0.576
H -1.67464 7.10216 -2.40072 0.079 -1.374 0.461
H -1.52755 5.72579 -1.10599 -0.650 0.431 -1.778
H -3.27273 5.82818 -3.60480 0.383 -0.252 0.702
H -3.62587 5.32481 -0.78007 -0.634 -0.600 -1.385
H -4.91263 5.38113 -2.17165 1.409 -0.775 0.893
H -5.14902 3.01725 -1.79963 1.713 0.515 -0.212
H -2.53952 1.92353 -0.66610 -1.105 1.097 0.144
H -3.03205 3.47635 0.24405 -0.314 -1.171 -0.936
H -4.22846 2.08754 0.08693 1.365 0.757 -0.750
H -2.95078 1.88384 -2.76108 -0.610 0.950 0.104
```
Positions in Å, forces in eV/Å.